{
  "formula": "C22H35BrFN2O6S",
  "method": "the ωB97M-V functional and the def2-TZVPD basis",
  "e_tot_ev": -122227.1681,
  "smiles": "C[C@H](O)C[N@@H+]1[C@H](F)C[C@](CCCNCc2ccccc2O)(CCCS(=O)(=O)O)[C@@H]1CC(=O)Br",
  "total_charge": 1,
  "species": ["C", "C", "O", "C", "N", "C", "F", "C", "C", "C", "C", "C", "N", "C", "C", "C", "C", "C", "C", "C", "O", "C", "C", "C", "S", "O", "O", "O", "C", "C", "C", "O", "Br", "H", "H", "H", "H", "H", "H", "H", "H", "H", "H", "H", "H", "H", "H", "H", "H", "H", "H", "H", "H", "H", "H", "H", "H", "H", "H", "H", "H", "H", "H", "H", "H", "H", "H", "H"],
  "xyz": [[4.56, -0.73, -1.07], [4.37, 0.86, -0.92], [5.23, 1.46, 0.09], [2.83, 1.33, -0.75], [2.43, 1.56, 0.68], [2.37, 0.35, 1.61], [3.56, -0.37, 1.84], [1.06, -0.38, 1.03], [-0.04, 0.81, 0.78], [-1.29, 0.90, 1.79], [-1.15, 0.03, 3.13], [-1.62, -1.50, 2.99], [-2.46, -1.80, 1.79], [-2.39, -3.27, 1.41], [-1.33, -3.32, 0.19], [0.17, -3.66, 0.45], [1.20, -3.67, -0.70], [0.78, -3.35, -2.16], [-0.71, -3.06, -2.45], [-1.75, -3.05, -1.30], [-3.11, -2.74, -1.61], [-0.72, 0.30, -0.58], [-1.67, 1.38, -1.31], [-3.04, 0.69, -1.85], [-4.25, 2.11, -2.04], [-3.51, 3.21, -2.76], [-4.56, 2.54, -0.61], [-5.62, 1.60, -2.84], [0.99, 2.05, 0.75], [0.60, 3.41, 0.00], [1.59, 4.59, 0.47], [1.66, 4.87, 1.68], [2.66, 5.58, -0.87], [5.15, -1.08, -0.14], [5.02, -1.07, -2.05], [3.51, -1.21, -0.94], [4.72, 1.32, -1.92], [5.77, 2.17, -0.34], [2.74, 2.31, -1.36], [2.19, 0.57, -1.30], [3.02, 2.32, 1.07], [2.01, 0.68, 2.66], [0.76, -1.27, 1.67], [1.41, -0.91, 0.07], [-1.35, 2.01, 2.13], [-2.31, 0.71, 1.27], [-0.06, 0.01, 3.49], [-1.75, 0.55, 3.94], [-2.20, -1.77, 3.94], [-0.69, -2.17, 2.97], [-3.44, -1.64, 2.10], [-3.45, -3.58, 1.07], [-2.05, -3.92, 2.30], [0.56, -3.89, 1.51], [2.29, -3.92, -0.49], [1.54, -3.32, -3.01], [-1.06, -2.82, -3.51], [-3.17, -2.85, -2.59], [-1.41, -0.58, -0.28], [0.04, -0.07, -1.35], [-1.98, 2.18, -0.53], [-1.18, 1.88, -2.22], [-3.39, -0.08, -1.07], [-2.86, 0.13, -2.84], [-6.27, 1.24, -2.19], [0.96, 2.39, 1.86], [0.55, 3.29, -1.14], [-0.47, 3.70, 0.33]]
}

---

{
  "formula": "C22H33N2O3S2",
  "method": "the ωB97M-V functional and the def2-TZVPD basis",
  "e_above_lowest_ev": 20.548,
  "total_charge": 1,
  "species": ["C", "H", "H", "H", "C", "C", "C", "C", "C", "C", "C", "H", "H", "S", "O", "O", "N", "C", "H", "H", "C", "C", "N", "H", "C", "H", "H", "C", "O", "C", "H", "C", "H", "H", "H", "H", "H", "H", "H", "H", "H", "C", "C", "C", "C", "C", "S", "H", "H", "H", "H", "H", "H", "H", "C", "H", "H", "H", "C", "H", "H", "H"],
  "xyz": [[4.18, -3.98, -1.80], [4.16, -3.23, -2.70], [4.84, -3.39, -1.18], [4.63, -4.89, -2.14], [3.07, -4.01, -1.22], [2.35, -2.86, -0.73], [2.97, -1.74, -0.89], [2.38, -0.32, -0.75], [1.16, -0.38, -0.10], [0.50, -1.54, 0.32], [0.90, -2.83, -0.25], [0.54, -3.72, -0.08], [-0.28, -1.50, 0.84], [0.28, 1.16, 0.40], [0.23, 1.32, 1.78], [1.10, 2.12, -0.09], [-1.08, 1.29, -0.04], [-2.26, 0.63, 0.63], [-2.87, 0.07, -0.11], [-1.95, 0.14, 1.48], [-3.23, 1.80, 0.90], [-3.06, 2.31, 2.28], [-1.74, 3.12, 2.27], [-0.98, 2.27, 2.16], [-1.33, 3.83, 3.39], [-1.40, 2.96, 4.40], [-1.90, 4.48, 4.02], [-0.03, 4.35, 3.53], [0.17, 5.21, 2.75], [-0.11, 4.85, 1.48], [-0.10, 5.77, 0.64], [-1.40, 4.28, 1.22], [-1.68, 3.84, 0.31], [-2.13, 4.99, 1.56], [0.72, 4.10, 1.12], [0.13, 4.75, 4.52], [0.90, 3.64, 3.29], [-3.85, 3.10, 2.67], [-2.99, 1.74, 3.07], [-4.37, 1.15, 1.07], [-3.46, 2.47, 0.36], [-1.42, 1.12, -1.59], [-1.36, -0.05, -2.33], [-2.43, -0.75, -2.45], [-2.28, -1.96, -3.33], [-0.98, -1.94, -3.40], [0.02, -0.71, -2.86], [-0.47, -2.81, -3.84], [-3.10, -2.54, -3.56], [-3.56, -0.51, -2.31], [-0.43, 1.95, -2.02], [-2.20, 2.02, -1.92], [2.74, 0.78, -0.87], [3.86, -1.54, -1.39], [1.87, -4.70, -2.10], [2.10, -5.77, -2.51], [1.91, -4.05, -3.16], [0.91, -4.98, -1.87], [2.89, -5.04, -0.06], [1.84, -5.33, 0.68], [3.53, -5.89, -0.32], [3.56, -4.61, 0.83]]
}

---

{
  "formula": "C18H15F6N2O11P2Ti",
  "method": "the ωB97M-V functional and the def2-TZVPD basis",
  "s_squared": 0.7565,
  "e_above_lowest_ev": 0.000,
  "multiplicity": 2,
  "total_charge": -2,
  "species": ["Ti", "O", "C", "C", "C", "C", "C", "C", "C", "O", "N", "N", "C", "C", "C", "C", "C", "C", "C", "O", "H", "H", "H", "H", "H", "H", "H", "H", "H", "H", "O", "P", "O", "O", "O", "P", "O", "O", "O", "H", "H", "C", "C", "O", "C", "F", "F", "F", "C", "F", "F", "F", "H", "H", "H"],
  "xyz": [[0.16, -0.38, -0.19], [-2.60, 4.40, 0.23], [-2.96, 3.94, -0.98], [-3.78, 4.73, -1.77], [-4.17, 4.31, -3.03], [-3.76, 3.07, -3.52], [-2.95, 2.27, -2.73], [-2.54, 2.68, -1.46], [-1.64, 1.78, -0.69], [-1.28, 0.67, -1.20], [-1.22, 2.23, 0.48], [-0.31, 1.33, 1.03], [0.15, 1.64, 2.19], [1.14, 0.88, 2.92], [1.54, 1.34, 4.18], [2.49, 0.69, 4.93], [3.09, -0.45, 4.39], [2.74, -0.93, 3.15], [1.75, -0.28, 2.37], [1.43, -0.75, 1.20], [-1.99, 3.72, 0.63], [-4.09, 5.70, -1.38], [-4.81, 4.95, -3.63], [-4.06, 2.74, -4.50], [-2.61, 1.30, -3.08], [-0.21, 2.56, 2.65], [1.06, 2.24, 4.58], [2.78, 1.06, 5.91], [3.85, -0.98, 4.97], [3.19, -1.82, 2.73], [0.90, 2.42, -3.08], [1.68, 1.06, -2.72], [3.02, 1.06, -3.35], [1.58, 0.76, -1.25], [0.72, -0.02, -3.46], [0.83, -1.61, -3.12], [2.42, -1.85, -3.23], [0.09, -2.41, -4.10], [0.41, -1.74, -1.66], [-0.01, 2.38, -2.77], [2.92, -1.01, -3.26], [-2.14, -3.45, -0.23], [-1.83, -2.62, 1.02], [-1.34, -1.39, 0.73], [-0.81, -3.41, 1.89], [0.33, -3.62, 1.23], [-0.50, -2.78, 3.03], [-1.26, -4.64, 2.26], [-3.14, -2.43, 1.83], [-2.97, -1.73, 2.96], [-4.06, -1.78, 1.10], [-3.71, -3.61, 2.20], [-1.23, -3.50, -0.83], [-2.89, -2.92, -0.81], [-2.50, -4.46, 0.00]]
}

---

Q: What is the formula in the second record?
A: C22H33N2O3S2